No. 1
The following is a quantum chemistry calculation of a 2-piece molecular cluster, C5H12BNO4 overall at a distorted geometry, from OMol25.

Atoms and positions in Å:
1 C -3.20202 0.81105 -0.75626
2 C -2.70370 0.41764 0.62444
3 C -1.73128 -0.71747 0.51802
4 C -0.41866 -0.23327 -0.16110
5 C 0.64609 -1.15854 0.23383
6 N 1.90044 -0.89349 0.34739
7 O 2.33290 0.31885 0.44482
8 O 2.90781 -1.84814 0.44405
9 H -2.37213 1.08376 -1.46506
10 H -3.77483 -0.05141 -1.25191
11 H -4.03826 1.46166 -0.54458
12 H -2.14705 1.17290 1.05877
13 H -3.55810 0.27821 1.25818
14 H -2.31198 -1.40691 -0.05151
15 H -1.34386 -1.22775 1.51305
16 H -0.35353 -0.32986 -1.20984
17 H -0.29061 0.84900 0.17263
18 H 0.40931 -2.21885 0.09913
19 H 3.74095 -1.34845 0.08143
20 O 4.87740 -0.20949 -0.29957
21 B 4.35542 0.86919 -0.26747
22 O 4.04112 2.12403 -0.34075
23 H 3.03456 2.25735 -0.44770

Forces on the atoms, in the same order (eV/Å):
-0.654 -1.660 -0.717
-0.077 -0.720 -0.681
1.085 -0.950 1.488
-0.478 1.287 2.272
1.451 -2.164 -0.451
0.874 1.514 0.346
-0.336 -0.078 -0.271
-0.584 0.423 -0.526
-1.177 0.398 0.728
1.083 0.713 0.669
0.289 1.202 -0.761
0.781 2.224 0.882
-0.359 -0.616 0.439
0.333 -1.395 -0.519
-1.387 1.137 -1.679
-0.633 0.432 -1.538
0.378 -1.429 -0.620
0.284 0.263 0.324
-0.904 -0.207 0.605
1.539 -2.728 -0.195
-1.282 0.705 0.269
-2.540 2.034 -0.489
2.315 -0.385 0.426

Energy relative to the best compared isomer or geometry (same formula, charge and spin) in eV: 5.325
SMILES string: CCCC/C=[N+](\[O-])O.O=BO
Charge: 0

=====

No. 2
The following is a quantum chemistry calculation of a 11-piece molecular cluster, C32H76O15S11 overall at a distorted geometry, from OMol25.

Atoms and positions in Å:
1 C -1.94543 0.01160 2.36602
2 C -3.29176 0.57290 1.90590
3 O -3.59450 0.60441 0.74140
4 O -4.13031 1.00427 2.91126
5 C -4.61281 2.34680 2.73797
6 C -3.65681 3.32153 2.10129
7 O -2.41193 3.39986 2.81659
8 S -1.62927 4.76411 2.27986
9 O -2.01188 5.80619 3.19041
10 O -0.08436 4.45731 2.67829
11 C 0.37360 3.10291 2.46721
12 C 0.67099 2.73971 1.03546
13 C 1.97754 2.57181 0.64104
14 C 2.27460 2.20052 -0.64000
15 C 1.29393 1.98537 -1.57823
16 C -0.02715 2.15486 -1.20460
17 C -1.18542 1.91206 -2.14073
18 C -0.31085 2.52787 0.08982
19 H -1.16746 0.76787 2.37283
20 H -1.66022 -0.89777 1.81222
21 H -2.08003 -0.30482 3.40463
22 H -4.89907 2.68721 3.73152
23 H -5.53107 2.34186 2.14358
24 H -4.14410 4.30375 2.15967
25 H -3.53957 3.12456 1.03331
26 H 1.30896 3.01157 3.01813
27 H -0.30055 2.36468 2.89694
28 H 2.79320 2.69588 1.35140
29 H 3.31259 2.05417 -0.91357
30 H 1.50442 1.66094 -2.59386
31 H -1.55763 0.89761 -1.95977
32 H -2.01584 2.58210 -1.89867
33 H -0.88793 1.97049 -3.18513
34 H -1.34889 2.64714 0.38891
35 C -2.37583 6.81329 -3.52609
36 S -2.09585 5.51379 -2.31342
37 O -2.96424 4.37210 -2.69056
38 C -2.91327 6.36922 -0.96012
39 H -1.97513 6.47687 -4.48022
40 H -3.44526 7.00162 -3.62306
41 H -1.85748 7.71938 -3.21156
42 H -3.94618 6.58663 -1.23461
43 H -2.37765 7.29201 -0.73579
44 H -2.89320 5.71840 -0.09047
45 C -1.51152 -4.68164 -0.32258
46 S -2.62477 -3.56703 0.54141
47 O -1.94796 -3.13777 1.81027
48 C -3.82819 -4.81862 0.98538
49 H -0.64915 -4.10522 -0.65581
50 H -1.18389 -5.47031 0.35710
51 H -2.01551 -5.11241 -1.18645
52 H -3.34560 -5.59668 1.57810
53 H -4.25064 -5.23754 0.07428
54 H -4.61446 -4.34680 1.57387
55 C -5.06315 -2.32879 4.04272
56 S -5.74166 -3.62411 5.08111
57 O -6.19963 -4.71324 4.17897
58 C -7.20181 -2.70644 5.59209
59 H -4.14347 -2.68646 3.57746
60 H -5.78518 -2.07235 3.26632
61 H -4.83184 -1.45230 4.64911
62 H -7.77853 -2.41572 4.71374
63 H -6.89625 -1.82441 6.15516
64 H -7.80287 -3.35401 6.22721
65 C 6.64586 5.73004 1.68004
66 S 5.66057 4.48337 2.52295
67 O 5.29802 3.45085 1.51794
68 C 4.21571 5.52509 2.76840
69 H 7.59280 5.27610 1.39503
70 H 6.12015 6.07419 0.78865
71 H 6.83007 6.56359 2.35782
72 H 3.85078 5.88244 1.80488
73 H 4.48108 6.36540 3.40988
74 H 3.44514 4.92772 3.25208
75 C 3.54434 1.99817 -5.81616
76 S 2.17293 2.78103 -4.95923
77 O 1.13330 1.73128 -4.75235
78 C 1.63964 3.78342 -6.35224
79 H 4.00683 1.28782 -5.13371
80 H 3.17322 1.47356 -6.69778
81 H 4.26838 2.75887 -6.09820
82 H 1.39959 3.13910 -7.19873
83 H 2.43497 4.47918 -6.61501
84 H 0.75256 4.33700 -6.05016
85 C 5.89261 6.67000 -3.62824
86 S 4.91133 6.17385 -5.04830
87 O 4.46213 4.77717 -4.79912
88 C 6.28248 6.09213 -6.20843
89 H 5.22905 6.74088 -2.76887
90 H 6.66354 5.92369 -3.43608
91 H 6.34401 7.64297 -3.82290
92 H 7.02900 5.38542 -5.84544
93 H 6.72096 7.08359 -6.32150
94 H 5.89443 5.75493 -7.16759
95 C 0.23548 -5.49412 6.46390
96 S -0.41360 -5.56980 4.78702
97 O 0.54890 -6.36853 3.98154
98 C -0.13205 -3.84293 4.39413
99 H 0.18986 -6.49409 6.89075
100 H 1.27026 -5.15145 6.44190
101 H -0.37710 -4.81591 7.05817
102 H 0.92656 -3.60442 4.50974
103 H -0.73333 -3.21621 5.05397
104 H -0.43734 -3.67645 3.36234
105 C 6.88607 0.16827 3.55319
106 S 5.74118 1.38685 4.21314
107 O 6.18579 1.70602 5.59636
108 C 4.34001 0.26674 4.34995
109 H 7.85353 0.64932 3.42550
110 H 6.97882 -0.66449 4.25092
111 H 6.52278 -0.18248 2.58726
112 H 4.60095 -0.57265 4.99519
113 H 4.06240 -0.08841 3.35712
114 H 3.50876 0.81820 4.78496
115 C -3.31127 -7.18644 -4.18739
116 S -4.44968 -6.08154 -3.35303
117 O -3.77765 -5.64543 -2.09229
118 C -5.64813 -7.34071 -2.90231
119 H -2.45257 -6.60628 -4.51899
120 H -2.98306 -7.96370 -3.49908
121 H -3.80112 -7.63289 -5.05176
122 H -5.16439 -8.11018 -2.30033
123 H -6.07039 -7.77615 -3.80759
124 H -6.43778 -6.86515 -2.32399
125 C 1.36665 -10.39656 -4.53585
126 S -0.29161 -10.31877 -3.84641
127 O -1.21890 -9.96708 -4.95475
128 C -0.01484 -8.82155 -2.88778
129 H 1.41284 -11.25008 -5.20894
130 H 1.57805 -9.48108 -5.08866
131 H 2.08772 -10.52863 -3.72918
132 H 0.29083 -8.01182 -3.55102
133 H 0.75365 -9.00822 -2.13784
134 H -0.94656 -8.55689 -2.39213

Forces on the atoms, in the same order (eV/Å):
-1.058 -0.720 0.912
0.872 -0.803 -0.839
-0.275 0.455 0.536
0.981 0.450 -0.161
-0.573 -0.219 0.127
-0.581 0.587 -0.103
0.539 -0.116 -0.241
0.147 0.258 -0.245
-0.061 0.436 0.163
-0.954 -0.819 0.292
0.805 -0.739 -0.370
-0.043 0.295 0.273
0.736 0.127 0.964
1.005 -0.326 -0.747
-0.257 -0.180 -0.337
-0.774 -0.019 -0.582
0.030 -0.433 0.455
-0.716 0.245 0.651
-0.103 0.084 -0.356
-0.157 0.661 -0.068
0.154 0.039 0.028
0.209 -0.084 0.107
0.117 -0.010 -0.178
-0.152 -0.100 0.085
0.412 -0.268 0.085
-0.035 0.300 0.137
-0.269 0.440 0.182
-0.077 0.099 -0.085
0.051 0.051 0.010
0.059 0.086 0.231
0.019 -0.017 -0.093
0.270 -0.129 -0.356
-0.068 0.179 -0.009
-0.063 -0.081 -0.143
-0.024 0.099 -0.090
0.106 0.094 0.057
-0.278 0.205 -0.059
-0.106 0.124 0.025
0.015 -0.054 0.029
-0.005 -0.061 0.032
0.026 -0.019 0.007
0.019 -0.041 -0.062
0.031 -0.025 0.025
0.056 -0.048 -0.017
0.347 -0.030 0.049
-0.153 -0.167 -0.326
0.005 -0.143 0.055
-0.122 -0.020 0.179
-0.018 0.078 0.093
-0.017 0.070 0.091
-0.110 0.130 0.127
0.049 0.051 0.023
0.074 0.047 -0.062
0.045 0.017 0.033
0.102 0.163 -0.151
0.137 -0.014 0.053
-0.053 0.040 -0.063
-0.108 0.072 -0.011
-0.010 -0.112 0.060
-0.030 -0.011 0.023
-0.034 -0.002 0.016
0.039 -0.036 -0.032
0.027 -0.018 0.007
0.049 -0.046 -0.008
-0.009 0.096 -0.135
0.077 0.020 0.237
-0.050 0.058 -0.186
-0.077 0.074 -0.090
-0.020 -0.056 0.038
-0.033 -0.043 0.007
0.002 -0.030 0.031
0.011 -0.058 -0.021
0.019 -0.035 0.032
0.039 -0.036 0.008
0.077 -0.098 -0.197
0.067 0.087 0.155
0.000 -0.065 -0.309
-0.045 0.053 -0.168
-0.054 0.021 0.052
-0.088 -0.020 0.059
-0.007 0.042 0.090
-0.016 -0.051 0.053
0.028 -0.004 0.072
-0.002 -0.044 0.060
0.097 0.009 0.091
-0.018 0.128 0.007
0.136 0.043 -0.098
0.116 -0.032 -0.025
-0.057 -0.026 -0.047
-0.037 -0.041 -0.038
-0.031 0.007 -0.021
-0.042 -0.016 0.041
-0.032 0.011 -0.001
-0.059 0.009 0.026
0.080 0.003 0.096
-0.114 0.070 -0.025
0.069 0.014 0.027
0.155 0.166 -0.062
-0.028 -0.015 -0.053
-0.004 -0.006 -0.061
-0.026 -0.008 -0.021
0.016 -0.108 0.059
-0.051 -0.043 -0.003
-0.118 -0.060 0.013
0.036 -0.140 -0.036
-0.057 0.101 0.001
0.012 -0.110 0.041
-0.044 -0.146 -0.010
-0.033 0.062 0.019
-0.026 0.041 0.044
-0.011 0.048 -0.010
0.042 0.034 0.020
0.001 0.044 -0.014
0.042 0.056 0.002
0.067 -0.069 -0.011
-0.062 0.045 -0.168
-0.147 -0.189 -0.121
-0.032 -0.090 0.090
-0.040 0.057 0.012
-0.051 -0.014 0.000
0.005 0.000 -0.003
0.047 0.033 -0.006
0.011 0.033 -0.020
0.030 0.057 -0.015
0.098 0.035 -0.082
0.023 -0.046 0.120
0.017 0.116 0.000
0.042 0.088 0.007
-0.061 -0.013 0.018
-0.058 0.010 0.004
-0.030 -0.020 0.018
-0.016 -0.035 -0.043
-0.020 -0.024 0.011
-0.005 -0.053 0.011

Total energy in eV: -184307.918
Charge: 0

=====

No. 3
The following is a quantum chemistry calculation of C10H16Cl3N3O3 as an isolated structure at a distorted geometry, from OMol25.

Atoms and positions in Å:
1 C 1.29256 -3.26526 0.67539
2 C 0.40546 -2.17175 0.24005
3 N -0.28289 -1.28224 -0.20160
4 H 1.30284 -3.23452 1.76491
5 H 2.28723 -3.20210 0.23411
6 H 0.91661 -4.23894 0.36120
7 C 1.21263 1.62714 -3.87948
8 C 1.66773 0.17533 -4.00105
9 N 1.99694 -0.91136 -4.10881
10 H 2.04467 2.32057 -4.00176
11 H 0.79775 1.63532 -2.87155
12 H 0.51195 1.89803 -4.66927
13 C -3.34658 -1.62744 0.85504
14 C -3.54663 -2.09710 2.23135
15 N -3.73373 -2.45040 3.30351
16 H -3.42871 -2.37039 0.06171
17 H -2.30831 -1.30638 0.93877
18 H -3.89938 -0.72373 0.59848
19 C 1.52548 0.75734 -0.79233
20 O 2.01172 1.13779 0.44912
21 C 1.07735 1.34967 1.35889
22 O -0.15693 1.27737 1.24509
23 O 1.66207 1.63101 2.51464
24 C 0.87731 2.21327 3.63842
25 H 2.19855 0.99980 -1.61471
26 H 0.60437 1.17531 -1.19847
27 H 1.48817 -0.32688 -0.68657
28 H 0.77136 3.29338 3.53725
29 H 1.40553 2.14546 4.58947
30 H -0.07844 1.70475 3.76509
31 C -1.34700 0.74641 -0.76797
32 Cl -2.90459 -0.11754 -0.61439
33 Cl -1.80784 2.45359 -0.56273
34 Cl -0.59542 0.36821 -2.36781
35 H -0.62192 0.41640 -0.02402

Forces on the atoms, in the same order (eV/Å):
-0.456 0.126 0.085
-3.154 3.659 -2.561
4.126 -7.469 3.212
0.354 -0.128 -0.032
-0.005 0.447 0.189
-0.361 0.143 0.007
1.508 -0.979 -0.486
-0.443 2.685 -0.611
0.289 -0.914 0.055
0.289 -0.286 0.136
0.481 1.339 -1.202
-0.303 -0.366 0.308
0.132 -2.550 3.848
-1.277 -0.684 -0.750
0.153 -0.082 0.703
-0.103 -0.224 0.521
-0.250 -0.596 0.117
-1.527 -1.588 2.354
1.051 -1.176 -1.485
0.044 1.554 1.338
-2.251 0.241 1.624
3.569 0.513 1.472
0.330 0.857 1.509
0.028 -0.279 -0.464
0.852 0.042 0.716
1.115 0.483 2.054
-0.316 0.463 -1.045
-0.279 -0.129 -0.737
0.613 -0.736 -0.468
0.058 0.147 -0.381
-2.576 0.747 -2.212
3.156 5.110 -6.137
0.515 0.170 -0.598
-3.997 -1.349 -0.389
-1.364 0.811 -0.691

Energy relative to the best compared isomer or geometry (same formula, charge and spin) in eV: 7.464
Charge: 0